i | The following is a DFT calculation (ωB97M-V/def2-TZVPD) of 8 unconnected molecules or ions with the total composition H16O8.

Summary:
- SMILES string: O.O.O.O.O.O.O.O
- HOMO-LUMO gap: 11.3 eV
- Lowest unoccupied orbital energy: 0.4 eV
- HOMO energy: -10.9196 eV

Last column: Löwdin charge in e.
Geometry (Å):
H  -1.49  -2.71  0.05  0.032
H  1.24  -1.78  1.00  0.046
H  0.33  -0.60  -2.37  0.034
O  -1.99  1.13  -0.80  -0.127
H  -2.90  1.45  -1.06  0.083
H  1.17  1.63  -0.83  0.033
O  -1.63  -0.14  1.65  -0.130
H  1.14  -0.37  1.57  0.033
H  -1.04  -0.24  -1.96  0.004
H  2.67  -0.41  -1.90  0.044
O  0.69  2.27  -0.26  -0.050
O  2.05  0.05  -1.38  -0.057
O  1.81  -0.99  1.16  -0.078
H  -1.34  -1.07  1.37  0.041
H  -0.24  2.05  -0.57  0.066
O  0.52  1.32  2.09  -0.071
H  0.70  1.73  1.17  0.025
H  -2.14  0.60  0.08  0.069
H  1.33  1.21  2.51  0.023
H  1.85  -0.58  -0.64  0.037
H  -0.53  -1.82  -0.70  0.022
O  -0.72  -2.22  0.17  -0.039
O  -0.56  -1.00  -2.29  -0.051
H  -0.91  0.49  1.95  0.013

=====

ii | The following is a DFT calculation (ωB97M-V/def2-TZVPD) of 8 unconnected molecules or ions with the total composition H16O8.

Summary:
- SMILES string: O.O.O.O.O.O.O.O
- HOMO-LUMO gap: 9.2 eV
- Lowest unoccupied orbital energy: 0.2 eV
- HOMO energy: -9.0041 eV

Last column: Löwdin charge in e.
Geometry (Å):
H  -0.36  -2.76  -2.05  0.038
O  2.61  -1.02  0.02  -0.132
H  -2.53  -0.44  -1.10  0.044
H  -0.81  5.35  -0.52  0.033
O  -1.12  4.66  0.07  -0.062
O  2.74  0.94  -1.64  -0.049
H  2.11  -1.61  0.59  0.023
H  3.49  0.87  -2.23  0.046
H  -4.99  -0.32  0.22  0.036
O  -2.43  -1.13  -0.44  -0.059
H  3.70  -1.37  2.46  0.041
O  0.23  0.28  0.80  -0.042
H  0.51  -3.32  -0.93  0.039
H  -2.02  4.48  -0.22  0.030
H  3.91  0.01  1.86  0.049
H  2.00  1.19  -2.21  0.045
O  3.22  -0.61  2.13  -0.076
H  -4.50  -0.91  1.53  0.034
H  -2.58  -0.68  0.40  0.010
O  -4.91  -1.15  0.69  -0.058
O  0.01  -2.54  -1.18  -0.056
H  -0.46  -0.24  1.23  0.026
H  2.00  -0.83  -0.71  -0.003
H  0.18  1.14  1.23  0.044

=====

iii | The following is a DFT calculation (ωB97M-V/def2-TZVPD) of 8 unconnected molecules or ions with the total composition H16O8.

Summary:
- SMILES string: O.O.O.O.O.O.O.O
- HOMO-LUMO gap: 10.6 eV
- Lowest unoccupied orbital energy: 0.2 eV
- HOMO energy: -10.3598 eV

Last column: Löwdin charge in e.
Geometry (Å):
H  4.10  -2.57  -1.47  0.076
H  0.49  3.65  0.66  -0.003
H  0.94  0.32  0.18  -0.003
O  -0.72  -3.23  2.30  -0.069
H  -0.38  2.60  2.18  0.031
H  1.08  -0.22  -1.90  0.023
O  2.05  -0.33  -2.00  -0.048
O  -5.42  -1.21  -1.31  -0.109
O  0.11  3.77  -0.20  -0.042
H  -0.49  -0.38  -0.01  0.024
H  2.46  0.02  -2.76  0.014
H  -0.45  -3.71  1.53  0.007
H  0.53  4.59  -0.49  0.047
O  1.67  0.32  0.85  -0.062
O  4.24  -2.16  -0.55  -0.091
H  3.80  -1.35  -0.41  -0.024
H  -6.07  -1.17  -2.09  0.082
H  -1.61  -2.81  2.11  0.065
H  -5.67  -0.36  -0.92  0.028
H  1.97  1.20  0.98  0.018
H  -1.50  -0.16  -1.15  0.072
H  -0.04  1.42  3.06  0.043
O  -0.42  1.63  2.21  -0.051
O  -0.66  0.14  -0.77  -0.028

=====

iv | The following is a DFT calculation (ωB97M-V/def2-TZVPD) of 8 unconnected molecules or ions with the total composition H16O8.

Summary:
- SMILES string: O.O.O.O.O.O.O.O
- HOMO-LUMO gap: 11.6 eV
- Lowest unoccupied orbital energy: 0.1 eV
- HOMO energy: -11.4250 eV

Last column: Löwdin charge in e.
Geometry (Å):
H  -32.52  -12.39  -10.57  0.026
H  -29.54  -5.70  -17.95  0.026
H  -35.32  -11.04  -13.84  0.029
O  -26.82  -14.32  -14.84  -0.055
O  -34.69  -10.37  -13.59  -0.056
H  -23.73  -5.36  -18.89  0.028
O  -29.19  -9.70  -15.40  -0.052
O  -27.03  -9.42  -21.43  -0.054
H  -32.18  -13.61  -9.74  0.028
H  -26.20  -9.70  -21.03  0.028
H  -25.96  -14.10  -14.47  0.027
H  -27.46  -8.90  -20.74  0.025
H  -28.71  -8.96  -15.77  0.027
H  -29.89  -9.31  -14.89  0.026
H  -27.35  -13.54  -14.70  0.027
O  -32.57  -6.22  -15.70  -0.054
H  -28.98  -4.94  -19.13  0.029
O  -24.06  -5.58  -18.02  -0.053
H  -35.20  -9.72  -13.11  0.027
H  -32.90  -6.95  -15.17  0.026
O  -32.50  -12.72  -9.67  -0.055
H  -33.29  -6.01  -16.29  0.029
H  -25.01  -5.55  -18.11  0.024
O  -28.75  -5.61  -18.49  -0.054

=====

Which structure loses on stability? ii does.